<i>
C9H15N5 | ωB97M-V/def2-TZVPD

Structure (XYZ):
```
29
Properties=species:S:1:pos:R:3:lowdin_charge:R:1
C -0.91 -2.61 0.62 0.05
C -1.28 -1.40 0.30 -0.18
C -0.73 -0.66 -0.87 -0.31
C -1.74 -0.01 -1.80 0.01
C 0.04 0.30 -0.15 -0.17
N -0.38 1.34 0.41 0.23
C -0.66 2.53 0.83 -0.06
N -1.49 2.69 1.88 0.22
N 1.48 -0.07 0.22 0.05
C 1.95 -0.73 1.32 0.01
C 3.25 -1.10 1.02 0.01
C 3.61 -0.46 -0.19 0.05
N 2.51 0.16 -0.67 -0.11
N 2.24 0.95 -1.77 0.17
H -1.45 -3.28 1.38 0.12
H -0.03 -3.11 0.12 0.11
H -2.15 -0.93 0.88 0.16
H 0.06 -1.27 -1.43 0.18
H -2.34 0.69 -1.34 0.06
H -2.36 -0.73 -2.19 0.07
H -1.27 0.56 -2.65 0.13
H -0.22 3.26 0.18 0.17
H -1.46 3.45 2.59 0.18
H -1.87 1.84 2.16 0.10
H 1.30 -1.01 2.19 0.17
H 4.03 -1.70 1.63 0.17
H 4.60 -0.35 -0.62 0.16
H 2.78 1.77 -1.89 0.12
H 2.26 0.41 -2.60 0.12
```

Summary:
structure (SMILES): C=C[C@@H](C)/C(=N/C=[NH2+])[n+]1cccn1N
frontier orbital gap: 0.3426 Ha
spin multiplicity: 1
charge: +2

***

<ii>
C9H15N5 | ωB97M-V/def2-TZVPD

Structure (XYZ):
```
29
Properties=species:S:1:pos:R:3:lowdin_charge:R:1
C -1.94 -1.21 -1.40 0.05
C -3.32 -1.44 0.53 -0.01
C -1.27 -0.06 -0.77 -0.03
C -1.95 0.41 0.42 -0.22
C -0.51 2.28 0.55 0.06
C -0.15 0.68 -1.26 -0.09
C 0.80 0.29 -2.36 0.02
C 2.72 -0.59 0.11 -0.11
C 1.42 -0.69 2.25 -0.08
N -2.97 -1.82 -0.77 0.15
N -2.95 -0.24 0.98 0.18
N 0.09 1.93 -0.61 0.20
N -1.50 1.54 1.00 0.21
N 1.48 -0.72 0.80 -0.18
H -1.79 -1.55 -2.41 0.14
H -3.98 -2.00 1.16 0.15
H -0.41 3.30 0.88 0.19
H 0.30 -0.02 -3.26 0.11
H 1.41 -0.65 -2.06 0.15
H 1.49 1.09 -2.64 0.11
H 3.01 -1.50 -0.30 0.07
H 2.60 0.14 -0.70 0.05
H 3.55 -0.39 0.86 0.13
H 1.79 0.25 2.55 0.07
H 0.30 -0.61 2.58 0.11
H 1.92 -1.49 2.68 0.07
H 0.86 2.52 -1.02 0.21
H -1.87 1.89 1.92 0.24
H 0.89 -1.30 0.29 0.06
```

Summary:
frontier orbital gap (spin up / spin down): 0.1971 / 0.1971 Ha
spin multiplicity: 1
charge: +2

***

Of the structures shown above, <ii> is the most stable.